A | Density functional theory data (ωB97M-V/def2-TZVPD) for a single C4H6N2S molecule.

The highest occupied orbital energy is -8.62 eV. The charge is 0.

Element x y z (Å)
C 1.232 1.898 1.049
C 0.724 1.783 -0.347
C 0.562 -0.501 -0.096
C -0.210 -1.740 0.075
N 1.829 1.851 2.035
N 0.014 0.564 -0.518
S -2.136 -1.592 -0.485
H 0.010 2.435 -0.507
H 1.591 1.770 -1.229
H 0.097 -2.569 -0.518
H -0.426 -2.078 1.156
H -1.007 0.975 -0.488
H -2.280 -2.795 -0.129

Here are the natural (NBO) charges for atoms 1 to 6, given in e: number 1, C, carries 0.246; number 2, C, carries -0.281; number 3, C, carries 0.155; number 4, C, carries -0.539; number 5, N, carries -0.275; number 6, N, carries -0.545

B | Density functional theory data (ωB97M-V/def2-TZVPD) for a single C4H6N2S molecule.

The highest occupied orbital energy is -8.56 eV. The charge is 0.

Element x y z (Å)
C -0.421 1.742 -0.316
C 0.363 0.910 0.341
N 0.529 -0.464 -0.010
C 1.775 -0.992 -0.141
S 3.186 -0.175 -0.011
N -0.486 -1.406 -0.122
C -1.684 -1.060 0.128
H -0.977 1.449 -1.221
H -0.539 2.765 0.025
H 0.954 1.211 1.182
H 1.720 -2.045 -0.340
H -1.995 -0.072 0.446
H -2.427 -1.862 0.040

Here are the natural (NBO) charges for atoms 1 to 6, given in e: number 1, C, carries -0.391; number 2, C, carries -0.041; number 3, N, carries -0.302; number 4, C, carries -0.057; number 5, S, carries -0.114; number 6, N, carries -0.213

Most stable: B

A | Density functional theory data (ωB97M-V/def2-TZVPD) for a single C4H6N2S molecule.

The highest occupied orbital energy is -8.56 eV. The charge is 0.

Element x y z (Å)
C -1.820 -0.664 0.724
C -0.491 -0.302 0.029
N 0.350 -1.137 -0.496
C 1.513 -0.411 -0.816
S 2.701 -0.058 0.573
C 1.255 1.020 -0.388
N -0.111 0.997 -0.027
H -2.201 -1.615 0.361
H -2.534 0.285 0.687
H -1.694 -1.003 1.689
H 1.842 -0.835 -1.808
H 1.618 1.854 -0.780
H -0.427 1.868 0.253

Here are the natural (NBO) charges for atoms 1 to 6, given in e: number 1, C, carries -0.659; number 2, C, carries 0.443; number 3, N, carries -0.474; number 4, C, carries -0.184; number 5, S, carries -0.064; number 6, C, carries -0.030

B | Density functional theory data (ωB97M-V/def2-TZVPD) for a single C4H6N2S molecule.

The highest occupied orbital energy is -8.74 eV. The charge is 0.

Element x y z (Å)
C -0.022 2.114 -0.169
C 0.408 0.911 0.040
C 1.919 0.339 0.207
N 1.854 -1.183 -0.212
C 0.585 -1.429 -0.042
N -0.255 -0.349 0.093
S -1.939 -0.317 -0.070
H -0.976 2.524 0.102
H 0.881 2.846 -0.288
H 2.276 0.432 1.345
H 2.481 1.109 -0.581
H 0.133 -2.473 -0.082
H -2.299 -0.260 1.248

Here are the natural (NBO) charges for atoms 1 to 6, given in e: number 1, C, carries -0.504; number 2, C, carries 0.174; number 3, C, carries -0.309; number 4, N, carries -0.446; number 5, C, carries 0.253; number 6, N, carries -0.602

Most stable: A

A | Density functional theory data (ωB97M-V/def2-TZVPD) for 2 unconnected molecules or ions with the total composition CH2F2N2.

The highest occupied orbital energy (spin up / spin down) is -10.85 / -10.84 eV. The charge is 0.

Element x y z (Å)
C -0.184 -0.111 0.010
N 0.165 -1.321 -0.343
N 0.729 0.860 0.379
F -1.347 0.393 -0.161
F -1.470 -2.247 -0.832
H 1.709 0.594 0.496
H 0.399 1.831 0.450

Here are the natural (NBO) charges for atoms 1 to 6, given in e: number 1, C, carries 0.702; number 2, N, carries -0.085; number 3, N, carries -0.837; number 4, F, carries -0.258; number 5, F, carries -0.378; number 6, H, carries 0.424

B | Density functional theory data (ωB97M-V/def2-TZVPD) for a single CH2F2N2 molecule.

The highest occupied orbital energy is -9.69 eV. The charge is 0.

Element x y z (Å)
N -1.078 -0.047 -0.101
C 0.266 -0.103 -0.061
F 0.692 -1.332 0.000
N 1.088 0.906 -0.064
F 2.377 0.394 0.052
H -1.522 0.907 -0.032
H -1.824 -0.725 0.205

Here are the natural (NBO) charges for atoms 1 to 6, given in e: number 1, N, carries -0.853; number 2, C, carries 0.721; number 3, F, carries -0.288; number 4, N, carries -0.174; number 5, F, carries -0.248; number 6, H, carries 0.410

Most stable: B

A | Density functional theory data (ωB97M-V/def2-TZVPD) for 2 unconnected molecules or ions with the total composition C5H11NO.

The highest occupied orbital energy is -9.22 eV. The charge is 0.

Element x y z (Å)
C -1.234 0.444 1.308
C 0.074 0.395 1.072
C 0.921 1.572 0.690
N 0.757 -0.848 1.212
C 1.556 -1.403 0.253
O 1.877 -0.884 -0.795
H -1.774 1.384 1.261
H -1.797 -0.459 1.526
H 0.314 2.479 0.624
H 1.714 1.723 1.431
H 1.398 1.385 -0.275
H 0.436 -1.461 1.948
H 1.901 -2.412 0.545
C -1.234 -0.381 -2.161
H -1.130 0.298 -3.010
H -0.562 -1.228 -2.300
H -2.266 -0.734 -2.088
H -0.951 0.131 -1.240

Here are the natural (NBO) charges for atoms 1 to 6, given in e: number 1, C, carries -0.436; number 2, C, carries 0.186; number 3, C, carries -0.664; number 4, N, carries -0.643; number 5, C, carries 0.536; number 6, O, carries -0.597

B | Density functional theory data (ωB97M-V/def2-TZVPD) for a single C5H11NO molecule.

The highest occupied orbital energy is -8.49 eV. The charge is 0.

Element x y z (Å)
C -1.395 2.347 0.039
C 0.047 2.071 -0.463
N 0.575 0.700 0.163
C 0.694 -0.677 -0.074
C 1.702 -1.303 0.842
C -0.749 -1.246 -0.015
O -1.030 -2.296 -0.660
H -1.615 2.424 1.146
H -2.002 1.493 -0.193
H -1.853 3.034 -0.664
H 0.908 2.776 -0.344
H -0.047 1.863 -1.571
H 1.285 0.916 0.868
H 1.181 -0.910 -1.125
H 2.593 -0.656 0.849
H 1.391 -1.431 1.897
H 2.037 -2.349 0.500
H -1.457 -0.842 0.806

Here are the natural (NBO) charges for atoms 1 to 6, given in e: number 1, C, carries -0.637; number 2, C, carries -0.193; number 3, N, carries -0.694; number 4, C, carries -0.141; number 5, C, carries -0.608; number 6, C, carries 0.416

Most stable: A

A | Density functional theory data (ωB97M-V/def2-TZVPD) for 2 unconnected molecules or ions with the total composition C5H11NO.

The highest occupied orbital energy is -9.76 eV. The charge is 0.

Element x y z (Å)
C 3.367 -0.527 0.094
N 2.213 0.376 0.196
C 0.945 -0.116 -0.031
C -0.169 0.910 -0.111
O 0.689 -1.284 -0.237
H 2.976 -1.495 -0.180
H 4.020 -0.202 -0.708
H 3.989 -0.680 1.021
H 2.431 1.377 0.247
H 0.075 1.950 -0.337
H -0.665 0.969 0.904
H -0.958 0.538 -0.867
C -2.692 -0.281 -0.421
C -3.636 -0.457 0.445
H -1.768 -0.812 -0.468
H -2.494 0.784 -0.766
H -3.933 -1.360 0.851
H -4.390 0.311 0.369

Here are the natural (NBO) charges for atoms 1 to 6, given in e: number 1, C, carries -0.430; number 2, N, carries -0.627; number 3, C, carries 0.677; number 4, C, carries -0.725; number 5, O, carries -0.629; number 6, H, carries 0.239

B | Density functional theory data (ωB97M-V/def2-TZVPD) for a single C5H11NO molecule.

The highest occupied orbital energy is -9.53 eV. The charge is 0.

Element x y z (Å)
C -0.304 -0.861 -2.525
N -0.917 -0.257 -1.346
C -0.420 -0.763 -0.142
O -0.432 -1.952 0.102
C 0.328 0.262 0.705
C -0.446 1.552 1.008
C 0.943 -0.356 1.952
H 0.787 -0.701 -2.526
H -0.718 -0.399 -3.421
H -0.494 -1.933 -2.535
H -0.861 0.753 -1.394
H 1.158 0.523 0.026
H -1.044 1.429 1.917
H -1.135 1.857 0.211
H 0.251 2.380 1.171
H 1.698 0.320 2.367
H 0.189 -0.544 2.724
H 1.416 -1.310 1.706

Here are the natural (NBO) charges for atoms 1 to 6, given in e: number 1, C, carries -0.411; number 2, N, carries -0.639; number 3, C, carries 0.698; number 4, O, carries -0.580; number 5, C, carries -0.321; number 6, C, carries -0.602

C | Density functional theory data (ωB97M-V/def2-TZVPD) for 2 unconnected molecules or ions with the total composition C5H11NO.

The highest occupied orbital energy is -8.95 eV. The charge is 0.

Element x y z (Å)
H 3.774 0.309 -1.005
N 2.948 0.861 -1.227
C 1.977 0.685 -0.458
C 1.891 -0.212 0.736
H 1.085 1.263 -0.668
H 0.969 -0.803 0.688
H 2.746 -0.883 0.796
H 1.849 0.405 1.638
C -1.424 0.930 -1.028
C -1.675 0.209 0.055
C -1.892 -1.274 0.047
O -1.754 0.820 1.279
H -1.301 1.996 -0.962
H -1.345 0.476 -1.996
H -1.750 -1.676 -0.948
H -2.905 -1.510 0.378
H -1.195 -1.771 0.725
H -1.997 0.174 1.951

Here are the natural (NBO) charges for atoms 1 to 6, given in e: number 1, H, carries 0.321; number 2, N, carries -0.617; number 3, C, carries 0.150; number 4, C, carries -0.688; number 5, H, carries 0.171; number 6, H, carries 0.219

D | Density functional theory data (ωB97M-V/def2-TZVPD) for 2 unconnected molecules or ions with the total composition C5H11NO.

The highest occupied orbital energy is -8.26 eV. The charge is 0.

Element x y z (Å)
C -2.166 0.240 -0.921
C -2.261 1.203 -0.008
C -0.229 0.217 1.793
N 0.526 -0.596 1.179
C 1.197 -0.134 -0.247
O 1.107 1.108 -0.401
C 2.595 -0.768 -0.341
H -2.905 -0.554 -0.999
H -1.352 0.238 -1.641
H 0.351 -0.911 -0.697
H -1.528 2.005 0.021
H -3.078 1.242 0.711
H -0.081 1.278 1.590
H -1.000 -0.143 2.463
H 0.299 -1.585 1.136
H 2.844 -0.810 -1.404
H 2.658 -1.778 0.080
H 3.355 -0.139 0.141

Here are the natural (NBO) charges for atoms 1 to 6, given in e: number 1, C, carries -0.387; number 2, C, carries -0.413; number 3, C, carries 0.031; number 4, N, carries -0.482; number 5, C, carries 0.362; number 6, O, carries -0.767

Most stable: B

A | Density functional theory data (ωB97M-V/def2-TZVPD) for 2 unconnected molecules or ions with the total composition C5H13N3.

The highest occupied orbital energy (spin up / spin down) is -18.46 / -18.11 eV. The charge is +2.

Element x y z (Å)
C 4.275 0.759 0.171
C 2.035 -0.117 -0.571
C 0.942 0.124 0.481
C -1.957 1.580 -0.550
C -1.454 0.621 0.508
N 3.289 0.418 -0.311
N -0.346 0.055 -0.139
N -0.550 -2.308 0.051
H 5.073 0.982 0.830
H 2.212 -1.238 -0.660
H 1.597 0.284 -1.618
H 1.092 -0.673 1.287
H 1.018 1.115 1.009
H -1.549 1.388 -1.574
H -3.081 1.507 -0.637
H -1.555 2.581 -0.227
H -2.401 -0.086 0.566
H -1.127 1.123 1.389
H 0.248 -2.546 0.682
H -0.481 -2.607 -0.859
H -1.396 -2.494 0.504

Here are the natural (NBO) charges for atoms 1 to 6, given in e: number 1, C, carries 0.515; number 2, C, carries -0.301; number 3, C, carries -0.332; number 4, C, carries -0.592; number 5, C, carries -0.330; number 6, N, carries -0.178

B | Density functional theory data (ωB97M-V/def2-TZVPD) for a gas-phase ion, C5H13N3 (charge +2).

The highest occupied orbital energy is -19.45 eV. The charge is +2.

Element x y z (Å)
C 1.738 -0.730 1.209
C 1.411 0.177 0.024
C 1.669 -0.636 -1.267
C 0.060 0.847 0.009
N -0.059 2.151 -0.066
N -1.086 -0.009 -0.097
C -2.405 0.101 -0.106
N -3.286 -0.807 0.083
H 0.973 -1.458 1.365
H 2.690 -1.070 1.168
H 1.638 -0.349 2.237
H 1.962 1.084 0.230
H 0.829 -1.126 -1.756
H 2.294 -1.416 -1.035
H 2.324 0.068 -1.962
H 0.702 2.740 0.248
H -0.842 2.724 -0.362
H -0.633 -0.970 -0.105
H -2.719 1.077 -0.221
H -4.270 -0.625 0.093
H -2.992 -1.776 0.310

Here are the natural (NBO) charges for atoms 1 to 6, given in e: number 1, C, carries -0.605; number 2, C, carries -0.302; number 3, C, carries -0.619; number 4, C, carries 0.671; number 5, N, carries -0.651; number 6, N, carries -0.583

Most stable: B